[1]
{"formula": "C5H8N2", "method": "ωB97M-V/def2-TZVPD", "symbols": ["C", "C", "C", "C", "N", "C", "N", "H", "H", "H", "H", "H", "H", "H", "H"], "coordinates": [[-0.250, 0.277, -1.404], [-1.885, -1.122, 0.338], [-0.521, 1.135, -0.319], [-1.072, -0.097, -0.331], [-0.273, 2.286, 0.298], [2.064, -0.680, -0.632], [1.753, -0.611, 0.588], [0.970, -0.171, -1.613], [-0.493, 2.374, 1.278], [0.490, 2.851, -0.039], [2.453, -0.952, 1.256], [3.034, -1.102, -0.957], [-2.521, -0.686, 1.108], [-1.228, -1.855, 0.810], [-2.522, -1.645, -0.381]], "forces_ev_per_a": [[-0.7, 0.2, 0.3], [-0.2, -0.2, 0.0], [0.0, -0.9, 0.2], [0.5, 0.9, -0.4], [0.0, 0.3, 0.0], [-0.7, 0.3, -1.0], [-0.3, 0.1, 0.2], [1.4, -0.8, 1.1], [0.0, 0.0, -0.1], [-0.1, 0.0, 0.0], [0.0, 0.0, -0.3], [-0.1, 0.1, 0.0], [0.0, 0.0, 0.0], [0.0, 0.0, -0.1], [0.1, 0.0, 0.0]], "mulliken_charge": [-0.6112, -1.1222, 0.2152, 0.5013, -0.4366, -0.4963, -0.4402, 0.5500, 0.2317, 0.2345, 0.1960, 0.2759, 0.2981, 0.2846, 0.3191], "relative_energy_ev": 5.589, "energy_ev": -8289.4076}

=====

[2]
{"formula": "C36H92O30S8", "method": "ωB97M-V/def2-TZVPD", "symbols": ["O", "S", "O", "O", "C", "C", "C", "H", "H", "H", "H", "H", "H", "H", "H", "O", "S", "O", "O", "C", "C", "C", "H", "H", "H", "H", "H", "H", "H", "H", "O", "S", "O", "O", "C", "C", "C", "H", "H", "H", "H", "H", "H", "H", "H", "O", "S", "O", "O", "C", "C", "C", "H", "H", "H", "H", "H", "H", "H", "H", "O", "S", "O", "O", "C", "C", "C", "H", "H", "H", "H", "H", "H", "H", "H", "O", "S", "O", "O", "C", "C", "C", "H", "H", "H", "H", "H", "H", "H", "H", "O", "S", "O", "O", "C", "C", "C", "H", "H", "H", "H", "H", "H", "H", "H", "O", "S", "O", "O", "C", "C", "C", "H", "H", "H", "H", "H", "H", "H", "H", "C", "O", "C", "C", "O", "C", "C", "O", "C", "H", "H", "H", "H", "H", "H", "H", "H", "H", "H", "H", "H", "H", "H", "C", "O", "C", "C", "O", "C", "C", "O", "C", "H", "H", "H", "H", "H", "H", "H", "H", "H", "H", "H", "H", "H", "H"], "coordinates": [[7.240, 4.314, 3.684], [6.162, 5.204, 3.438], [6.182, 6.068, 2.314], [4.827, 4.364, 3.356], [4.727, 3.153, 4.117], [3.262, 2.810, 4.344], [5.876, 6.173, 4.872], [5.268, 3.174, 5.065], [5.175, 2.321, 3.564], [3.263, 1.831, 4.827], [2.664, 2.903, 3.441], [2.809, 3.464, 5.099], [4.989, 6.788, 4.792], [6.778, 6.761, 5.041], [5.837, 5.506, 5.735], [-1.711, -0.023, 5.786], [-2.767, 0.267, 6.686], [-4.094, 0.457, 6.211], [-2.699, -0.858, 7.790], [-3.919, -1.287, 8.423], [-4.612, -2.404, 7.690], [-2.338, 1.732, 7.611], [-4.666, -0.474, 8.389], [-3.796, -1.363, 9.502], [-4.086, -3.356, 7.795], [-4.755, -2.145, 6.649], [-5.604, -2.558, 8.121], [-1.261, 1.851, 7.547], [-2.819, 1.659, 8.578], [-2.755, 2.537, 7.007], [-3.408, -4.866, 1.139], [-2.078, -5.380, 1.099], [-1.588, -6.032, -0.036], [-1.117, -4.164, 1.383], [-1.492, -3.191, 2.366], [-1.997, -3.671, 3.697], [-1.849, -6.424, 2.531], [-2.185, -2.466, 1.929], [-0.593, -2.581, 2.467], [-1.977, -2.811, 4.376], [-1.360, -4.449, 4.127], [-3.042, -3.980, 3.728], [-1.931, -7.438, 2.135], [-2.699, -6.239, 3.176], [-0.824, -6.290, 2.857], [4.300, 3.671, -2.818], [5.292, 2.848, -3.413], [6.613, 2.822, -2.894], [4.791, 1.343, -3.288], [3.401, 1.055, -3.477], [3.185, -0.380, -3.075], [5.312, 3.111, -5.159], [3.008, 1.252, -4.484], [2.802, 1.736, -2.866], [3.562, -1.117, -3.790], [2.150, -0.575, -2.808], [3.808, -0.645, -2.211], [4.592, 2.419, -5.585], [6.261, 2.714, -5.524], [5.253, 4.174, -5.350], [-7.312, -1.897, -1.252], [-6.167, -1.346, -0.627], [-5.918, 0.045, -0.617], [-6.138, -1.801, 0.894], [-6.614, -3.112, 1.186], [-6.171, -3.524, 2.586], [-4.737, -2.184, -1.257], [-6.327, -3.879, 0.465], [-7.707, -3.131, 1.190], [-5.309, -2.901, 2.822], [-5.921, -4.585, 2.593], [-6.991, -3.422, 3.291], [-5.040, -3.220, -1.394], [-3.918, -2.111, -0.544], [-4.462, -1.710, -2.197], [-1.697, -3.031, -10.053], [-0.566, -2.183, -10.237], [-0.689, -0.761, -10.225], [0.554, -2.599, -9.178], [0.171, -2.446, -7.825], [0.721, -3.538, -6.935], [0.306, -2.693, -11.673], [-0.909, -2.348, -7.672], [0.459, -1.464, -7.427], [1.426, -3.170, -6.179], [1.406, -4.099, -7.574], [-0.062, -4.000, -6.344], [1.352, -2.436, -11.541], [-0.217, -2.227, -12.502], [0.237, -3.776, -11.741], [-3.277, 4.648, 1.358], [-2.249, 4.562, 0.386], [-2.198, 3.434, -0.445], [-2.340, 5.794, -0.597], [-2.378, 7.115, -0.016], [-2.381, 8.091, -1.184], [-0.717, 4.802, 1.208], [-1.564, 7.329, 0.675], [-3.316, 7.206, 0.536], [-2.711, 9.100, -0.958], [-2.996, 7.657, -1.972], [-1.367, 8.156, -1.588], [-0.817, 5.745, 1.747], [0.058, 5.022, 0.476], [-0.539, 3.979, 1.884], [-3.060, 0.432, -5.668], [-3.135, -0.424, -4.544], [-4.412, -0.797, -4.038], [-2.286, -1.738, -4.866], [-2.758, -3.027, -4.378], [-3.875, -3.491, -5.267], [-2.244, 0.211, -3.174], [-3.004, -2.963, -3.316], [-1.884, -3.677, -4.422], [-3.546, -3.751, -6.274], [-4.603, -2.693, -5.405], [-4.468, -4.301, -4.836], [-1.178, 0.203, -3.416], [-2.363, -0.388, -2.280], [-2.466, 1.277, -3.260], [8.361, 0.833, 0.840], [7.527, 1.791, 1.425], [6.605, 2.345, 0.540], [5.580, 1.368, 0.009], [5.047, 0.671, 1.117], [3.628, 0.619, 1.125], [3.188, -0.354, 2.177], [3.385, -1.665, 1.779], [2.612, -2.599, 2.461], [7.789, -0.045, 0.509], [9.057, 0.503, 1.607], [8.895, 1.239, -0.028], [7.066, 2.938, -0.263], [6.007, 3.086, 1.079], [5.917, 0.699, -0.792], [4.754, 1.925, -0.459], [3.299, 0.271, 0.136], [3.249, 1.622, 1.364], [2.141, -0.115, 2.448], [3.703, -0.051, 3.109], [1.590, -2.654, 2.052], [2.463, -2.357, 3.526], [3.038, -3.600, 2.438], [0.508, -2.628, -2.872], [0.059, -1.536, -2.153], [0.435, -1.573, -0.767], [-0.289, -0.503, -0.026], [-1.659, -0.803, 0.089], [-2.450, 0.280, 0.568], [-2.071, 0.750, 1.944], [-0.807, 1.372, 1.894], [-0.234, 1.720, 3.132], [0.410, -2.334, -3.923], [-0.090, -3.545, -2.784], [1.560, -2.881, -2.696], [1.526, -1.578, -0.669], [0.074, -2.540, -0.379], [-0.118, 0.526, -0.368], [0.162, -0.479, 0.980], [-3.467, -0.104, 0.648], [-2.422, 1.123, -0.127], [-2.144, -0.044, 2.697], [-2.854, 1.495, 2.168], [0.204, 0.867, 3.665], [-0.905, 2.294, 3.782], [0.615, 2.369, 2.889]], "forces_ev_per_a": [[0.4, -0.3, 0.3], [0.0, 0.1, 0.1], [-0.3, 0.2, -0.4], [-0.3, 0.1, -0.1], [-0.3, -1.3, -0.1], [0.4, 0.7, 1.0], [0.6, -0.2, 0.8], [0.0, 0.5, 0.0], [0.2, 0.4, -0.3], [-0.3, -0.2, -0.5], [0.1, -0.4, -0.1], [0.1, 0.2, -0.2], [0.0, 0.0, -0.2], [-0.1, 0.2, -0.3], [-0.3, -0.1, -0.1], [0.6, -0.3, -0.6], [0.3, 1.0, 0.6], [-0.6, -0.4, -0.1], [-0.1, -0.5, 0.3], [-1.9, 1.5, -0.1], [0.3, -0.9, 0.6], [-0.2, -0.2, -1.2], [0.5, 0.2, -0.3], [0.8, -0.7, -0.1], [0.1, 0.1, -0.3], [0.1, 0.0, -0.2], [0.0, 0.1, 0.1], [0.1, -0.2, 0.7], [0.3, 0.2, 0.2], [-0.2, 0.1, 0.2], [-0.7, 0.0, -0.2], [-0.8, 0.9, 1.9], [0.9, -0.8, -1.7], [0.5, -0.4, -0.1], [-0.2, 1.5, -0.2], [0.0, 0.2, 0.8], [-0.2, -0.6, -1.4], [-0.3, -0.5, -0.2], [0.2, -0.3, 0.3], [0.3, 0.0, -0.1], [-0.1, 0.2, 0.1], [0.1, -0.3, -0.4], [-0.1, 0.0, 0.0], [0.5, 0.1, 0.5], [-0.2, 0.1, 0.6], [-0.5, 0.7, 0.1], [0.0, -0.6, 0.2], [0.4, 0.1, 0.0], [0.3, 0.0, -0.7], [-1.1, 0.1, 0.4], [0.7, -0.7, 0.5], [0.9, -1.0, 0.1], [0.7, -0.1, -0.2], [0.2, -0.1, 0.3], [-0.4, 0.3, -0.5], [-0.1, 0.0, -0.2], [-0.2, 0.5, 0.3], [-0.6, 0.7, -0.2], [0.1, 0.3, 0.2], [-0.5, 0.0, -0.2], [-1.0, -0.3, -0.4], [1.3, -0.5, -0.2], [0.0, 0.9, 0.2], [0.0, 0.1, 0.1], [-1.2, -1.1, 0.6], [0.0, 0.0, -0.4], [-0.2, 0.0, 0.2], [0.5, 0.4, -0.2], [0.1, 0.4, -0.4], [0.0, -0.3, 0.5], [0.3, 0.1, 0.0], [0.1, 0.5, 0.2], [0.2, -0.1, -0.1], [0.0, 0.0, 0.1], [-0.3, -0.1, 0.0], [-0.5, 0.1, 0.1], [0.6, -0.2, -0.1], [-0.2, 0.1, 0.0], [0.0, -0.2, -0.3], [-0.9, 1.5, 2.1], [1.2, 0.7, 0.1], [-0.1, -0.5, 0.3], [-0.1, -0.6, -0.7], [0.6, 0.0, -0.6], [-0.2, 0.5, -0.1], [-0.7, -1.0, 0.2], [0.0, -0.9, -0.5], [0.0, 0.4, -0.3], [0.3, 0.1, -0.2], [-0.1, 0.0, 0.0], [-0.7, 0.3, 0.8], [0.0, 0.5, 0.5], [0.3, -1.3, -1.2], [0.7, 0.3, 0.2], [-1.3, 1.0, -0.1], [0.7, -0.7, -0.4], [0.1, 1.3, -0.3], [0.2, -0.3, -0.1], [0.1, -0.1, 0.1], [-0.2, -0.1, 0.3], [-0.2, 0.2, 0.0], [-0.1, 0.1, -0.1], [-0.1, -0.3, 0.4], [0.1, -0.7, -0.1], [0.1, -0.2, -0.1], [0.5, 0.3, -0.5], [0.6, -0.6, 0.9], [-0.9, -0.3, 0.0], [0.1, -0.1, -0.2], [0.2, 0.1, -0.1], [-1.0, 0.0, -0.2], [1.3, 0.9, -1.4], [-0.3, 0.2, -0.1], [0.0, 0.1, -0.2], [0.2, -0.2, 0.1], [0.1, 0.1, 0.1], [0.4, -0.2, 0.0], [-0.1, -0.4, -0.1], [-0.5, 0.4, 0.3], [-0.5, -0.1, 1.1], [-0.1, -0.4, -0.2], [0.1, 0.2, 0.3], [-0.7, 0.9, -0.3], [-0.6, 0.2, -0.4], [-0.2, -0.5, 0.3], [0.8, -0.3, -0.4], [-0.6, 1.5, 1.0], [0.5, -0.4, -0.3], [-1.1, -0.2, 0.9], [0.1, 0.0, 0.0], [0.1, 0.1, 0.0], [0.1, 0.0, 0.1], [0.2, -0.4, -0.1], [0.3, -0.1, 0.4], [0.3, -0.2, 0.3], [0.3, 0.3, 0.0], [-0.3, 0.2, 0.1], [-0.3, -0.1, -0.2], [-0.1, -0.4, -0.5], [0.4, -0.6, -0.1], [0.2, 0.0, -0.2], [0.3, 0.2, -0.1], [0.3, 0.1, -0.3], [0.1, -0.5, -1.5], [0.2, 0.6, 1.0], [-1.0, -1.1, -1.0], [0.9, 0.5, 1.2], [-0.2, -0.2, -0.4], [0.2, -0.4, 0.1], [-0.8, 0.6, 0.0], [0.2, 0.2, 0.4], [0.6, 0.3, -0.2], [0.2, -0.1, 0.0], [-0.1, 0.1, 0.6], [0.0, 0.1, 0.2], [0.0, 0.4, 0.1], [0.2, 0.1, 0.2], [-0.1, -0.2, -0.5], [0.0, -0.1, -0.1], [-0.1, 0.1, -0.2], [0.0, -0.1, 0.0], [0.3, 0.0, 0.0], [0.2, 0.0, 0.4], [-0.4, -0.1, 0.1], [-0.1, -0.3, 0.0], [-0.1, 0.0, 0.0]], "mulliken_charge": [-0.5817, 1.1470, -0.6360, -0.2515, -0.0321, -1.2268, -0.9579, 0.5272, 0.0202, 0.3920, 0.0134, 0.4935, 0.3241, 0.3773, 0.3118, -0.5599, 1.2787, -0.6789, -0.2843, -0.4422, -1.0245, -1.0420, 0.2954, 0.4693, 0.2909, 0.2828, 0.3633, 0.3174, 0.3828, 0.3507, -0.4961, 1.2026, -0.6920, -0.2841, 1.2108, -1.4314, -1.1332, -0.5177, 0.0486, 0.3452, 0.3952, 0.1847, 0.4516, 0.3126, 0.3225, -0.6529, 1.2357, -0.6209, -0.2674, -0.5168, -0.7240, -0.9170, 0.4684, 0.3447, 0.4849, -0.1082, 0.2580, 0.3058, 0.3505, 0.3325, -0.6771, 1.2564, -0.5992, -0.2778, -0.2226, -0.9734, 0.0335, 0.3007, 0.3128, 0.1029, 0.2739, 0.4249, 0.5760, 0.0249, -0.4803, -0.6058, 1.2084, -0.6146, -0.2586, -0.1181, -0.9073, -0.8957, 0.2121, 0.3127, 0.1558, 0.4455, 0.1403, 0.3155, 0.3433, 0.3195, -0.7298, 1.2614, -0.6715, -0.2433, -0.0664, -1.2990, -0.2738, 0.2648, 0.2774, 0.3755, 0.3383, 0.3068, 0.5007, 0.3781, -0.4623, -0.6817, 1.1446, -0.7212, -0.3225, 0.4272, -1.3422, -0.2370, -0.2153, 0.4064, 0.3217, 0.3513, 0.3942, 0.1113, -0.3200, 0.5022, -0.7365, -0.2332, -0.6490, -0.3946, -0.2396, -0.3852, 0.0772, -0.3973, -0.6327, 0.2134, 0.2641, 0.3256, 0.3700, 0.1853, 0.2451, 0.4926, -0.0651, 0.4141, -0.0719, 0.4864, 0.0307, 0.3610, 0.3731, -1.0719, 0.5039, -0.6656, -0.1164, 0.6940, -0.1849, -0.7797, -0.0970, -0.2316, 0.1929, 0.1871, 0.4228, 0.4162, -0.0188, 0.3029, -0.4889, -0.1517, 0.2668, 0.1315, 0.6363, 0.3087, 0.3710, -0.3787], "relative_energy_ev": 1.374, "energy_ev": -186922.2875}

=====

Copy entry 1 word for word.
{"formula": "C5H8N2", "method": "ωB97M-V/def2-TZVPD", "symbols": ["C", "C", "C", "C", "N", "C", "N", "H", "H", "H", "H", "H", "H", "H", "H"], "coordinates": [[-0.250, 0.277, -1.404], [-1.885, -1.122, 0.338], [-0.521, 1.135, -0.319], [-1.072, -0.097, -0.331], [-0.273, 2.286, 0.298], [2.064, -0.680, -0.632], [1.753, -0.611, 0.588], [0.970, -0.171, -1.613], [-0.493, 2.374, 1.278], [0.490, 2.851, -0.039], [2.453, -0.952, 1.256], [3.034, -1.102, -0.957], [-2.521, -0.686, 1.108], [-1.228, -1.855, 0.810], [-2.522, -1.645, -0.381]], "forces_ev_per_a": [[-0.7, 0.2, 0.3], [-0.2, -0.2, 0.0], [0.0, -0.9, 0.2], [0.5, 0.9, -0.4], [0.0, 0.3, 0.0], [-0.7, 0.3, -1.0], [-0.3, 0.1, 0.2], [1.4, -0.8, 1.1], [0.0, 0.0, -0.1], [-0.1, 0.0, 0.0], [0.0, 0.0, -0.3], [-0.1, 0.1, 0.0], [0.0, 0.0, 0.0], [0.0, 0.0, -0.1], [0.1, 0.0, 0.0]], "mulliken_charge": [-0.6112, -1.1222, 0.2152, 0.5013, -0.4366, -0.4963, -0.4402, 0.5500, 0.2317, 0.2345, 0.1960, 0.2759, 0.2981, 0.2846, 0.3191], "relative_energy_ev": 5.589, "energy_ev": -8289.4076}